No. 1
81
Properties=species:S:1:pos:R:3:mulliken_charge:R:1 method="wB97M-V/def2-TZVPD" charge=-1 de_lowest_ev=0.415 homo_ev=-4.891 max_force_ev_per_a=2.1 homo_lumo_gap_ev=6.320
K -0.5161 2.1911 -1.2783 0.88
Cl 5.9159 6.4545 -1.4686 -0.23
C 4.3359 5.7552 -1.5328 0.36
C 4.1690 4.3712 -1.5713 0.05
Cl 5.5628 3.3513 -1.5217 -0.22
C 2.9063 3.8114 -1.6436 -0.10
Cl 2.6978 2.0979 -1.6667 0.17
C 1.7069 4.5910 -1.6940 -0.26
O 0.5634 4.0769 -1.7863 -0.83
C 1.9356 6.0024 -1.6162 0.45
Cl 0.5258 6.9982 -1.6098 -0.21
C 3.1975 6.5640 -1.5469 -0.01
Cl 3.3797 8.2784 -1.4743 -0.21
O -2.9218 1.0277 0.2239 -0.69
C -3.1202 1.1903 -0.9906 0.61
O -2.2906 1.0251 -1.9210 -0.86
C -4.5245 1.6061 -1.4425 0.05
C -4.7095 2.1394 -2.7137 -0.45
C -5.9798 2.4577 -3.1741 -0.65
C -7.0826 2.2229 -2.3736 -0.41
C -6.8877 1.6999 -1.1016 -0.07
C -5.6204 1.3995 -0.6216 -0.16
N -8.0515 1.4616 -0.2556 1.04
O -7.8695 1.0217 0.8652 -0.61
O -9.1585 1.7068 -0.7117 -0.64
H -3.8361 2.2871 -3.3338 0.45
H -6.1109 2.8790 -4.1625 0.38
H -8.0868 2.4305 -2.7110 0.47
H -5.4822 1.0122 0.3772 0.63
C -0.4156 -1.7661 3.0352 -0.35
C -1.1209 -1.4561 1.7281 -0.44
N -0.3997 -0.3905 1.0604 1.07
C 0.0574 0.7167 1.7391 -0.29
N 0.3224 1.7684 1.0528 0.18
C 0.8363 2.9510 1.7141 -0.58
C 1.5715 2.6329 3.0099 -0.71
C 0.6709 1.7424 3.8478 -0.69
N 0.3199 0.5553 3.0925 0.29
C -0.3646 -0.4817 3.8432 -0.86
H 0.5990 -2.1071 2.8187 0.04
H -0.9447 -2.5409 3.5927 0.44
H -2.1670 -1.1793 1.9137 0.22
H -1.1225 -2.3292 1.0716 0.17
H -0.8113 -0.1122 0.1795 -0.75
H -0.0001 3.6303 1.9256 0.24
H 1.4980 3.4729 1.0179 0.06
H 1.8178 3.5456 3.5553 0.42
H 2.4964 2.0984 2.7811 0.27
H -0.2300 2.3012 4.1432 0.30
H 1.1755 1.4192 4.7621 0.38
H -1.3895 -0.1694 4.0981 0.29
H 0.1769 -0.6268 4.7814 0.42
C 4.0919 -4.8320 2.7687 -1.17
C 3.2241 -5.4261 1.6711 -0.55
S 2.9555 -4.1748 0.4005 1.16
O 2.2772 -3.0563 0.9965 -0.51
O 4.2033 -3.9452 -0.2886 -0.68
C 1.8478 -5.0183 -0.7451 -0.84
C 1.6935 -4.2309 -2.0423 -1.44
N 0.8839 -3.0284 -1.9165 0.40
C 1.3262 -1.7472 -1.9739 0.82
N 0.3226 -0.8823 -1.9836 -0.25
C -0.8146 -1.5957 -1.9369 -0.54
C -0.5099 -2.9388 -1.9221 -0.38
N -1.4066 -4.0166 -1.8553 1.07
O -2.5962 -3.7559 -1.8113 -0.66
O -0.9658 -5.1693 -1.9124 -0.69
C 2.7474 -1.3231 -1.9530 -1.15
H 4.2543 -5.5586 3.5630 0.39
H 3.6090 -3.9506 3.1901 0.27
H 5.0577 -4.5312 2.3632 0.33
H 2.2317 -5.7051 2.0267 0.36
H 3.6996 -6.2687 1.1695 0.40
H 0.8953 -5.1614 -0.2428 0.54
H 2.3114 -5.9833 -0.9528 0.62
H 1.2377 -4.8764 -2.7880 0.37
H 2.6821 -3.9382 -2.3915 0.67
H -1.7824 -1.1177 -1.9470 0.57
H 3.4485 -2.1491 -1.8775 0.40
H 2.8846 -0.6835 -1.0802 0.10
H 2.9662 -0.7208 -2.8348 0.36


No. 2
76
Properties=species:S:1:pos:R:3:mulliken_charge:R:1 method="wB97M-V/def2-TZVPD" charge=-1 de_lowest_ev=0.000 homo_ev=-4.105 max_force_ev_per_a=1.3 homo_lumo_gap_ev=6.324
La -0.3989 1.0407 0.7722 1.78
O -3.9401 -1.0352 2.3163 -0.74
C -3.2405 -0.2496 1.7102 0.20
O -2.1563 0.3096 2.1294 -0.56
C -3.6547 0.1698 0.2936 0.47
C -4.6246 -0.5770 -0.3626 -0.79
C -5.0051 -0.1835 -1.6337 -0.35
C -4.4170 0.9439 -2.1867 -0.67
C -3.4555 1.6186 -1.4519 -0.36
N -3.0720 1.2484 -0.2327 0.14
H -5.0380 -1.4398 0.1385 0.50
H -5.7360 -0.7535 -2.1906 0.39
H -4.6725 1.2937 -3.1786 0.45
H -2.9628 2.4939 -1.8590 0.43
N 2.4008 1.3410 1.3736 -0.15
C 2.8029 1.0902 2.7606 -0.77
C 1.8170 1.7472 3.7074 -0.18
N 0.4619 1.2574 3.4409 -0.37
H 2.8584 0.7082 0.7175 0.19
H 2.6381 2.2882 1.0803 0.16
H 3.8182 1.4644 2.9747 0.41
H 2.8034 0.0020 2.9181 0.24
H 1.8162 2.8275 3.5498 -0.25
H 2.1285 1.5672 4.7472 0.49
H -0.2303 1.8087 3.9451 0.22
H 0.3501 0.2812 3.7312 0.27
O 0.2445 -2.0861 -2.3046 -0.85
S -0.9181 -1.2175 -2.2470 1.33
O -2.1656 -1.8196 -2.6237 -0.75
O -0.9928 -0.5216 -0.9434 -0.26
C -0.6162 0.1303 -3.3938 -0.14
C -1.4769 0.1599 -4.4870 -0.57
C -1.4067 1.1723 -5.4314 -0.66
C -0.4720 2.1751 -5.2934 -0.65
C 0.3987 2.1615 -4.2153 -1.01
C 0.3451 1.1547 -3.2646 0.29
S 1.4576 1.4067 -1.8789 1.34
O 2.6500 1.9990 -2.4109 -0.74
O 0.6521 2.3195 -1.0017 -0.49
O 1.6400 0.1451 -1.1697 -0.46
H -2.2133 -0.6210 -4.5780 0.55
H -2.0908 1.1724 -6.2666 0.40
H -0.4179 2.9751 -6.0191 0.41
H 1.1352 2.9410 -4.1178 0.51
C -1.3731 3.5661 1.1598 -1.92
C -0.4080 4.2452 1.9229 1.20
C 0.7708 4.8008 1.3385 -0.52
C 1.7344 5.4234 2.0938 -0.65
C 1.5931 5.5544 3.4776 0.35
C 0.4424 5.0381 4.0825 -0.53
C -0.5171 4.4012 3.3393 -0.91
C 2.6052 6.2101 4.2652 0.00
N 3.4152 6.7344 4.8951 -0.63
H -1.4282 3.8113 0.0989 0.52
H -2.3281 3.3708 1.6425 0.44
H 0.9076 4.7162 0.2690 0.41
H 2.6112 5.8315 1.6084 0.45
H 0.3106 5.1474 5.1521 0.42
H -1.4018 4.0253 3.8375 0.49
C 2.9263 -2.8078 -2.4121 -1.22
C 3.0876 -2.7088 -0.9385 1.42
C 4.2647 -2.8144 -0.2490 -1.26
C 4.2252 -2.6266 1.1480 1.07
N 3.1403 -2.3413 1.8231 -0.51
C 1.9754 -2.2271 1.1393 0.13
S 0.4967 -1.8208 1.8416 -0.37
N 1.9820 -2.4647 -0.2114 0.32
C 5.4900 -2.7336 1.9439 -1.35
H 3.8851 -3.0569 -2.8678 0.42
H 2.5643 -1.8630 -2.8100 0.12
H 2.1833 -3.5567 -2.6699 0.33
H 5.1841 -3.0149 -0.7697 0.39
H 1.0936 -2.3086 -0.7193 -0.02
H 5.9049 -3.7364 1.8678 0.36
H 5.2895 -2.5073 2.9849 0.36
H 6.2367 -2.0448 1.5535 0.34


No. 3
70
Properties=species:S:1:pos:R:3:nbo_charge:R:1 method="wB97M-V/def2-TZVPD" multiplicity=5 charge=+2 de_lowest_ev=0.293 homo_ev="-13.298 / -13.547" max_force_ev_per_a=1.2 homo_lumo_gap_ev="4.866 / 6.722"
Mn -0.3205 1.3488 0.8055 1.25
C 3.9227 1.0267 -0.0843 -0.70
C 2.4490 1.2339 -0.0971 0.34
N 1.7091 1.1293 0.9527 -0.34
N 2.2465 0.7065 2.1354 -0.43
C 1.5482 0.9055 3.2897 0.34
N 2.1407 0.5162 4.4068 -0.72
S 0.0330 1.6436 3.3130 -0.19
C 1.7221 1.6113 -1.3320 0.13
C 2.3416 1.7533 -2.5602 -0.19
C 1.5819 2.1487 -3.6561 -0.11
C 0.2369 2.4048 -3.4818 -0.21
C -0.3133 2.2301 -2.2201 0.08
N 0.4007 1.8292 -1.1694 -0.55
H 4.3414 1.3813 0.8583 0.25
H 4.4051 1.5648 -0.8946 0.26
H 4.1632 -0.0270 -0.1890 0.27
H 2.9955 0.0221 2.0948 0.42
H 3.0754 0.1383 4.4209 0.42
H 1.6556 0.6292 5.2823 0.44
H 3.3989 1.5670 -2.6770 0.24
H 2.0484 2.2645 -4.6256 0.26
H -0.3995 2.7319 -4.2930 0.27
H -1.3655 2.4295 -2.0620 0.23
C -2.0502 4.2156 2.5857 -0.87
Te -0.5441 4.2747 1.0944 1.02
C -1.8739 4.8903 -0.4457 -0.88
H -2.5081 5.2019 2.6266 0.26
H -1.5888 3.9946 3.5442 0.26
H -2.7877 3.4605 2.3246 0.26
H -2.5777 4.1002 -0.6938 0.25
H -1.2990 5.1795 -1.3223 0.26
H -2.4184 5.7580 -0.0774 0.27
N -2.1996 1.5564 0.4702 -0.71
C -3.0679 1.3828 -0.3013 0.54
C -4.0239 1.2019 -1.2501 -0.54
C -4.7534 -0.0147 -1.2719 0.29
N -5.2709 -1.0427 -1.2768 -0.29
C -4.0669 2.2154 -2.2435 0.29
N -3.9388 3.0760 -2.9996 -0.32
O -0.3842 -0.6075 1.0791 -1.06
S -1.2837 -1.8036 1.4517 1.27
C -2.5033 -2.0199 0.1340 -0.60
C -1.9823 -2.2656 -1.2497 -0.08
C -2.2734 -3.4670 -1.8869 -0.18
C -1.8243 -3.7033 -3.1782 -0.18
C -1.0753 -2.7433 -3.8415 -0.20
C -0.7823 -1.5410 -3.2125 -0.15
C -1.2365 -1.3017 -1.9248 -0.23
C -0.2600 -3.2687 1.0917 -0.60
C 1.1209 -3.1908 1.6817 -0.07
C 1.3083 -3.3443 3.0531 -0.15
C 2.5863 -3.3578 3.5904 -0.22
C 3.6923 -3.2149 2.7633 -0.21
C 3.5103 -3.0617 1.3928 -0.22
C 2.2286 -3.0396 0.8536 -0.21
H -3.1616 -1.1547 0.2157 0.26
H -3.0905 -2.8689 0.5001 0.27
H -2.8727 -4.2159 -1.3817 0.23
H -2.0701 -4.6352 -3.6697 0.24
H -0.7328 -2.9262 -4.8515 0.23
H -0.2124 -0.7822 -3.7360 0.20
H -1.0278 -0.3573 -1.4495 0.17
H -0.2285 -3.3925 0.0095 0.27
H -0.8209 -4.0959 1.5334 0.26
H 0.4526 -3.4933 3.7030 0.22
H 2.7211 -3.5246 4.6520 0.23
H 4.6929 -3.2810 3.1746 0.24
H 4.3722 -3.0245 0.7412 0.23
H 2.0892 -2.9566 -0.2193 0.22


No. 4
73
Properties=species:S:1:pos:R:3:mulliken_charge:R:1 method="wB97M-V/def2-TZVPD" multiplicity=2 charge=0 de_lowest_ev=1.297 homo_ev="-7.190 / -7.277" max_force_ev_per_a=0.3 homo_lumo_gap_ev="6.908 / 6.441"
Re -0.1623 0.3383 0.0797 1.60
N -1.1060 3.6561 2.9162 -0.39
C -0.5979 2.5340 2.3530 0.54
S 0.2894 2.6709 0.8476 -0.53
N -0.7656 1.3895 2.9271 -1.44
N -0.0540 0.4541 2.1760 1.29
C 0.7961 -0.2717 2.8042 0.62
C 0.8468 -0.3593 4.2794 -0.83
C 1.9507 0.1047 4.9869 0.00
C 1.9790 0.0028 6.3707 -0.83
C 0.9123 -0.5765 7.0433 -0.40
C -0.1848 -1.0484 6.3333 -0.74
C -0.2234 -0.9371 4.9531 -0.09
C 1.8138 -0.9002 1.9563 0.77
C 2.7988 -1.7449 2.4338 -0.81
C 3.7954 -2.1646 1.5697 -0.64
C 3.7891 -1.7011 0.2645 -0.95
C 2.7625 -0.8712 -0.1431 -0.27
N 1.7750 -0.4938 0.6735 -0.06
H -0.8431 4.5450 2.5334 0.22
H -1.3767 3.6126 3.8843 0.25
H 2.7798 0.5585 4.4561 0.49
H 2.8330 0.3747 6.9217 0.39
H 0.9362 -0.6617 8.1221 0.40
H -1.0146 -1.5040 6.8581 0.41
H -1.0667 -1.3022 4.3809 0.48
H 2.7674 -2.0677 3.4647 0.57
H 4.5714 -2.8357 1.9140 0.45
H 4.5586 -1.9786 -0.4420 0.48
H 2.7279 -0.4887 -1.1521 0.75
O 2.4114 -0.4164 -4.8160 -0.74
C 2.0933 -1.6463 -4.3823 0.59
C 2.5799 -2.7290 -5.1158 -0.66
C 2.3016 -4.0215 -4.7208 -0.38
C 1.5356 -4.2713 -3.5827 -1.06
C 1.0507 -3.2066 -2.8514 -0.57
C 1.3121 -1.8872 -3.2358 0.41
C 0.7683 -0.7946 -2.4085 0.72
O 0.0687 -1.1241 -1.3680 -0.59
N 1.0317 0.4370 -2.7221 -1.02
N 0.3540 1.3166 -1.8471 0.13
C -0.1105 2.3415 -2.4891 0.21
S 0.1790 2.4441 -4.2162 -0.06
C -0.4809 4.1164 -4.3997 -0.55
C -1.6087 4.2625 -3.4056 -0.65
S -1.0113 3.6722 -1.8023 0.07
H 2.0260 0.2372 -4.1883 0.53
H 3.1763 -2.5217 -5.9949 0.45
H 2.6880 -4.8487 -5.3037 0.38
H 1.3226 -5.2861 -3.2752 0.43
H 0.4566 -3.3684 -1.9614 0.38
H -0.8268 4.2134 -5.4286 0.41
H 0.3094 4.8433 -4.2151 0.30
H -2.4784 3.6758 -3.7021 0.22
H -1.9046 5.3030 -3.2705 0.46
C -4.1793 1.0990 -1.3344 -1.59
C -3.2495 0.8609 -0.1512 0.73
C -3.5227 1.8821 0.9412 -1.35
O -1.9285 0.9320 -0.6367 -0.29
H -5.2270 1.0220 -1.0360 0.43
H -3.9884 0.3774 -2.1294 0.33
H -4.0031 2.1028 -1.7329 0.23
H -3.4585 -0.1332 0.2683 0.18
H -3.2471 2.8830 0.5972 0.18
H -2.9583 1.6465 1.8394 0.22
H -4.5848 1.8809 1.1980 0.50
C -2.5010 -1.9723 -1.1744 -0.39
O -1.9808 -2.2392 0.1245 -0.42
C -1.0536 -1.5328 0.8236 0.04
O -0.7077 -2.0881 1.8468 -0.53
H -3.5834 -2.0835 -1.1125 0.32
H -2.1049 -2.7268 -1.8544 0.37
H -2.2531 -0.9855 -1.5402 -0.12


No. 5
60
Properties=species:S:1:pos:R:3:nbo_charge:R:1 method="wB97M-V/def2-TZVPD" charge=+1 de_lowest_ev=1.995 homo_ev=-10.874 max_force_ev_per_a=2.3 smiles="COc1ccc([C@@H](c2ccccc2)[C@H]2CCc3ccccc3C2=[N+]2CCCC2)cc1" homo_lumo_gap_ev=6.102
C 6.0634 -2.2071 -2.7505 -0.26
O 5.5226 -0.8476 -2.7988 -0.49
C 4.1858 -0.7047 -2.5804 0.34
C 3.6504 0.6074 -2.7033 -0.25
C 2.4296 0.9131 -2.1115 -0.17
C 1.5936 -0.1348 -1.6682 -0.13
C 0.2886 0.1636 -0.9858 -0.19
C -0.9096 -0.4637 -1.6320 0.02
C -2.1709 0.0606 -1.2618 -0.24
C -3.3563 -0.6074 -1.6202 -0.21
C -3.2949 -1.7901 -2.3597 -0.21
C -2.0808 -2.2466 -2.8397 -0.20
C -0.8807 -1.5792 -2.4804 -0.21
C 0.4654 0.0685 0.7444 -0.36
C 1.7364 0.8511 1.0400 -0.41
C 1.4557 2.3350 0.7431 -0.46
C 0.1163 2.7991 1.1542 0.07
C -0.2488 4.0970 0.8393 -0.18
C -1.5093 4.5798 1.2220 -0.12
C -2.3232 3.7883 2.0319 -0.24
C -1.9394 2.5032 2.3987 -0.11
C -0.7842 1.9232 1.8245 -0.23
C -0.6320 0.4720 1.6511 0.65
N -1.5188 -0.4346 2.1611 -0.44
C -2.9674 -0.4164 1.9260 -0.22
C -3.5346 -1.5672 2.7704 -0.42
C -2.3475 -2.2439 3.4518 -0.41
C -1.0804 -1.6404 2.8272 -0.22
C 2.0726 -1.4600 -1.6592 -0.13
C 3.3665 -1.7413 -2.0819 -0.33
H 7.1036 -2.0708 -3.0656 0.22
H 6.0152 -2.6243 -1.7211 0.19
H 5.5240 -2.8758 -3.4549 0.19
H 4.2365 1.3258 -3.2485 0.24
H 2.1042 1.9478 -2.0272 0.21
H 0.0745 1.2078 -0.8259 0.23
H -2.2273 1.0009 -0.6900 0.21
H -4.3274 -0.1632 -1.2961 0.22
H -4.2090 -2.3699 -2.5282 0.23
H -2.0615 -3.1283 -3.4827 0.23
H 0.0633 -1.9729 -2.8577 0.23
H 0.5868 -1.0089 0.6874 0.25
H 2.1072 0.7992 2.0799 0.23
H 2.4910 0.4477 0.3514 0.25
H 2.2352 3.0056 1.1523 0.25
H 1.5231 2.4481 -0.3398 0.23
H 0.4397 4.7861 0.3393 0.23
H -1.8078 5.6060 0.9917 0.24
H -3.1939 4.2349 2.5446 0.24
H -2.5485 1.9471 3.1297 0.23
H -3.2607 -0.5738 0.8610 0.23
H -3.4355 0.5482 2.1826 0.21
H -4.1004 -2.2632 2.1486 0.23
H -4.2226 -1.1538 3.5117 0.23
H -2.3512 -2.0046 4.5165 0.22
H -2.3754 -3.3251 3.3581 0.24
H -0.3104 -1.4250 3.5789 0.22
H -0.6325 -2.3621 2.1429 0.20
H 1.4499 -2.2891 -1.2805 0.21
H 3.7418 -2.7717 -2.0104 0.23


No. 6
64
Properties=species:S:1:pos:R:3:nbo_charge:R:1 method="wB97M-V/def2-TZVPD" multiplicity=5 charge=+1 de_lowest_ev=0.175 homo_ev="-9.888 / -11.608" max_force_ev_per_a=0.2 homo_lumo_gap_ev="7.430 / 7.953"
Ru 0.6468 1.4263 -0.9834 0.80
N -0.4739 -0.3864 1.1724 -1.25
P -0.7154 -0.6142 -0.4891 1.12
C -2.4976 -0.8996 -0.6376 -0.31
C -3.3626 0.0466 -0.0849 -0.23
C -4.7334 -0.0965 -0.2175 -0.19
C -5.2528 -1.1796 -0.9164 -0.19
C -4.3987 -2.1186 -1.4743 -0.20
C -3.0240 -1.9827 -1.3363 -0.21
C 0.0812 -2.1585 -0.9730 -0.43
C 0.5003 -3.1028 -0.0417 -0.18
C 1.1509 -4.2531 -0.4640 -0.20
C 1.3823 -4.4646 -1.8153 -0.18
C 0.9722 -3.5215 -2.7491 -0.22
C 0.3332 -2.3669 -2.3285 -0.13
P 0.8246 0.6908 1.3746 1.11
C 2.2533 -0.2884 1.8816 -0.41
C 3.1467 -0.7019 0.8949 -0.19
C 4.1927 -1.5521 1.2253 -0.19
C 4.3472 -1.9870 2.5331 -0.20
C 3.4591 -1.5741 3.5197 -0.15
C 2.4136 -0.7251 3.1976 -0.22
C 0.3918 1.6911 2.8140 -0.31
C -0.9160 1.7586 3.2850 -0.24
C -1.2270 2.5873 4.3545 -0.19
C -0.2384 3.3577 4.9472 -0.19
C 1.0666 3.3008 4.4732 -0.20
C 1.3828 2.4716 3.4105 -0.21
H -0.7715 -1.0461 1.8827 0.42
H -2.9592 0.8907 0.4643 0.21
H -5.3987 0.6336 0.2244 0.22
H -6.3237 -1.2916 -1.0215 0.23
H -4.8014 -2.9664 -2.0123 0.23
H -2.3659 -2.7285 -1.7636 0.23
H 0.3403 -2.9413 1.0174 0.21
H 1.4797 -4.9826 0.2641 0.23
H 1.8896 -5.3627 -2.1418 0.23
H 1.1624 -3.6810 -3.8022 0.23
H 0.0381 -1.6176 -3.0554 0.21
H 3.0217 -0.3637 -0.1283 0.25
H 4.8885 -1.8706 0.4606 0.22
H 5.1662 -2.6462 2.7894 0.23
H 3.5859 -1.9111 4.5399 0.22
H 1.7286 -0.3965 3.9702 0.22
H -1.6921 1.1617 2.8224 0.22
H -2.2426 2.6286 4.7252 0.22
H -0.4825 4.0029 5.7805 0.23
H 1.8388 3.9011 4.9351 0.23
H 2.4043 2.4249 3.0504 0.23
C 2.4818 0.6000 -3.3789 -0.24
O 2.0421 0.6247 -2.0463 -0.76
H 3.5489 0.3677 -3.4091 0.18
H 2.3212 1.5645 -3.8687 0.17
H 1.9485 -0.1706 -3.9454 0.17
C -1.1233 3.3230 -4.4257 -0.28
O -0.2580 2.6907 -3.4483 -0.45
C -0.5797 2.5623 -2.1995 0.28
C -1.9066 3.1023 -1.7817 -0.76
H -2.0747 2.7998 -4.4865 0.20
H -0.5897 3.2453 -5.3658 0.22
H -1.2749 4.3677 -4.1646 0.20
H -2.7126 2.5873 -2.3156 0.25
H -1.9768 4.1673 -2.0236 0.25
H -2.0580 2.9736 -0.7142 0.24


> Look up the charge of the first one.

-1


> Which value of charge does entry 4 give?

0